Entry 1:
{
  "formula": "C7H13F",
  "method": "wB97M-V/def2-TZVPD",
  "homo_lumo_gap_ev": 9.859,
  "smiles": "CC(C)=C(C)[C@H](C)F",
  "e_homo_ev": -8.943,
  "elements": ["C", "C", "C", "C", "C", "C", "C", "F", "H", "H", "H", "H", "H", "H", "H", "H", "H", "H", "H", "H", "H"],
  "xyz": [[-0.80569, 1.33401, -1.24753], [0.26843, 0.36716, -0.82940], [1.43757, 0.68690, -1.67199], [0.15872, -0.66491, 0.03052], [1.38439, -1.50070, 0.53871], [-1.17356, -0.76596, 0.76510], [-1.22524, 0.10954, 2.05716], [-1.39840, -2.14040, 1.16123], [-1.74511, 1.31589, -0.81327], [-0.93263, 1.45192, -2.36770], [-0.50027, 2.29305, -0.91550], [1.02254, 0.97877, -2.71621], [2.15949, -0.26258, -1.87178], [2.16122, 1.51945, -1.15882], [1.15229, -2.53997, 0.28614], [2.24629, -1.38746, -0.05178], [1.59836, -1.33221, 1.67695], [-2.00915, -0.70248, 0.11323], [-1.00633, 1.21298, 1.64743], [-0.52977, -0.07445, 2.87790], [-2.26316, 0.10145, 2.48959]],
  "forces_ev_per_a": [[0.5, 0.1, -1.4], [-0.6, -0.9, -0.5], [3.7, -0.6, -1.0], [0.7, 1.1, 0.6], [-2.3, 0.0, 1.1], [1.4, -1.8, 2.0], [-1.1, 2.4, -1.7], [0.6, 0.4, 0.2], [-2.0, -0.9, 0.9], [0.2, -0.5, 1.2], [0.8, 1.3, 0.1], [1.3, -0.1, 1.8], [-1.7, 2.2, 0.5], [-1.8, -1.7, -1.6], [-0.2, -0.2, 0.9], [1.2, 1.0, -0.5], [-0.4, -0.5, -2.2], [-0.6, 1.2, -0.6], [-0.6, -2.2, 1.1], [0.2, -0.5, -0.5], [0.9, 0.0, -0.4]]
}

Entry 2:
{
  "formula": "C7H13FN2",
  "method": "wB97M-V/def2-TZVPD",
  "multiplicity": 3,
  "s2": 2.02,
  "homo_lumo_gap_ev": [6.806, 7.968],
  "e_homo_ev": [-5.909, -8.863],
  "elements": ["C", "C", "C", "C", "C", "C", "C", "N", "N", "F", "H", "H", "H", "H", "H", "H", "H", "H", "H", "H", "H", "H", "H"],
  "xyz": [[1.29390, 1.05267, -0.10258], [-0.18547, 0.83387, 0.01666], [2.67062, -0.92096, -0.06410], [-2.97380, -0.81627, 1.22028], [-2.39160, -0.76026, -1.21629], [3.67144, 1.16815, 0.10596], [-2.30445, -0.07237, 0.13968], [2.46121, 0.33899, 0.07360], [-0.93910, -0.01063, 0.50581], [1.58449, -1.74125, -0.40537], [1.34509, 2.05066, -0.47796], [-0.72802, 1.77358, -0.40306], [3.32551, -1.61896, 0.55076], [-2.90269, -0.25684, 2.18192], [-4.02210, -0.94232, 0.96208], [-2.41273, -1.82120, 1.25867], [-3.33115, -1.25295, -1.45600], [-1.77472, -1.63928, -1.24919], [-1.81748, -0.16854, -1.91483], [4.06934, 1.16054, 1.08683], [4.49771, 0.62044, -0.38316], [3.47638, 2.07047, -0.40006], [-2.61238, 0.95246, -0.02967]],
  "forces_ev_per_a": [[-3.9, -0.3, 0.1], [2.3, 3.8, -1.4], [0.2, -8.2, -0.5], [-0.2, -1.1, 1.0], [0.9, -1.0, 0.3], [0.8, -2.6, -0.6], [0.4, 0.5, -0.7], [-0.5, 5.2, 0.7], [1.0, -3.4, 1.0], [0.8, 1.5, 0.1], [1.1, 0.5, -0.1], [1.0, -1.0, 0.0], [-0.5, 1.6, -0.3], [0.0, -0.7, -0.6], [-0.2, -0.3, 0.2], [-1.1, 1.4, 0.3], [-0.5, 1.1, -0.4], [0.8, -0.7, 0.8], [-0.9, 0.5, -0.8], [0.0, 1.1, 1.4], [-0.6, 0.2, -0.6], [0.1, 1.3, -0.1], [-0.9, 0.5, 0.3]]
}

Entry 3:
{
  "formula": "C7H13N",
  "method": "wB97M-V/def2-TZVPD",
  "homo_lumo_gap_ev": 8.710,
  "smiles": "C=CC/C(=C/N)CC",
  "e_homo_ev": -7.653,
  "elements": ["C", "C", "C", "C", "C", "N", "C", "C", "H", "H", "H", "H", "H", "H", "H", "H", "H", "H", "H", "H", "H"],
  "xyz": [[-3.26350, -0.19112, -0.83622], [-2.04076, -0.53718, -0.51767], [-0.79973, 0.02003, -1.12311], [0.36677, 0.23430, -0.14602], [0.03497, 0.76109, 1.02757], [0.90001, 1.18600, 2.02748], [1.77933, 0.01533, -0.58811], [2.44192, -1.23449, 0.02305], [-4.08173, -0.70190, -0.35482], [-3.46381, 0.58394, -1.56343], [-1.89909, -1.30389, 0.23880], [-0.98131, 0.99829, -1.56131], [-0.46938, -0.60585, -1.95130], [-0.99956, 0.99039, 1.25897], [1.86671, 0.91632, 1.98604], [0.55976, 1.23900, 2.96774], [1.87581, -0.02747, -1.66927], [2.36475, 0.87301, -0.23369], [3.32933, -1.48129, -0.56450], [1.76090, -2.08839, -0.03789], [2.72867, -1.17375, 1.07190]],
  "forces_ev_per_a": [[-0.6, 0.1, 0.0], [0.7, -0.3, 0.2], [1.1, 0.3, 0.1], [-1.0, -0.1, -0.5], [0.2, 0.1, 0.6], [0.4, 0.2, 0.0], [0.5, 0.1, 1.2], [-0.2, -0.5, -0.6], [-0.3, 0.1, -0.1], [-0.1, 0.0, 0.0], [0.1, -0.1, 0.0], [-0.4, 0.1, -0.3], [0.0, -0.3, 0.0], [0.0, -0.2, -0.1], [0.0, -0.1, -0.1], [-0.2, 0.0, 0.0], [-0.2, 0.0, -0.1], [0.1, 0.1, -0.4], [0.1, -0.1, 0.2], [0.1, 0.0, -0.1], [0.0, 0.4, 0.0]]
}

Entry 4:
{
  "formula": "C7H13N",
  "method": "wB97M-V/def2-TZVPD",
  "homo_lumo_gap_ev": 9.306,
  "smiles": "C=C/C(N)=C(\\C)CC",
  "e_homo_ev": -8.285,
  "elements": ["C", "C", "C", "N", "C", "C", "C", "C", "H", "H", "H", "H", "H", "H", "H", "H", "H", "H", "H", "H", "H"],
  "xyz": [[1.26495, -1.50192, -2.60066], [1.38817, -0.70300, -1.54715], [-0.01643, 0.04342, -0.73833], [-1.03808, 0.42697, -1.55195], [0.17281, -0.26538, 0.49935], [1.24973, -0.64211, 1.44079], [-1.27971, 0.30573, 1.33475], [-1.25995, 1.80894, 1.54487], [0.30475, -1.89464, -2.91799], [2.11830, -1.83587, -3.18094], [2.37229, -0.34385, -1.26283], [-0.80281, 0.64729, -2.50742], [-1.86842, -0.14588, -1.49924], [0.94747, -1.52136, 2.01055], [2.18693, -0.88708, 0.94849], [1.44069, 0.16100, 2.15548], [-2.17527, -0.01637, 0.80084], [-1.24856, -0.23146, 2.28254], [-2.10332, 2.14065, 2.15618], [-1.31386, 2.33504, 0.59217], [-0.33969, 2.11989, 2.04051]],
  "forces_ev_per_a": [[-0.1, 0.0, 0.3], [-2.3, 2.1, -0.2], [6.3, -3.7, -3.7], [-1.2, 0.4, 0.0], [-5.5, 3.0, 4.0], [0.3, -0.4, -0.4], [2.5, -1.3, -0.5], [0.1, 0.0, -0.1], [-0.1, 0.2, -0.1], [0.1, -0.1, 0.2], [-0.1, 0.0, 0.2], [0.2, -0.2, 0.2], [0.0, 0.1, 0.0], [0.0, 0.0, 0.1], [0.1, 0.0, -0.1], [-0.1, 0.1, 0.0], [0.2, 0.0, -0.1], [-0.2, 0.1, 0.1], [0.0, 0.0, 0.0], [0.0, 0.0, 0.0], [0.0, 0.0, 0.1]]
}

Entry 5:
{
  "formula": "C7H13N",
  "method": "wB97M-V/def2-TZVPD",
  "homo_lumo_gap_ev": 7.976,
  "e_homo_ev": -7.636,
  "elements": ["C", "C", "C", "C", "C", "N", "C", "C", "H", "H", "H", "H", "H", "H", "H", "H", "H", "H", "H", "H", "H"],
  "xyz": [[-1.04585, 0.14879, -0.27674], [1.31093, -0.55867, 0.51480], [0.70921, 0.70492, 0.57943], [-1.91157, 1.25148, 0.30271], [-1.53452, -1.23119, 0.11943], [-0.87582, 0.25840, -1.66023], [3.18482, 0.25669, 0.37632], [4.09320, -0.47185, -0.00125], [-0.31429, -0.45492, -2.10645], [-1.22021, 1.06224, -2.16678], [1.27279, -1.23683, -0.32898], [1.39066, -1.10016, 1.45278], [0.97143, 1.52188, -0.08538], [0.47630, 1.06558, 1.57659], [-1.96769, 1.16965, 1.38932], [-2.93351, 1.17279, -0.09043], [-1.53024, 2.24449, 0.05406], [-2.57443, -1.36626, -0.20615], [-0.95584, -2.02974, -0.34981], [-1.49258, -1.36708, 1.20074], [4.94721, -1.04021, -0.29399]],
  "forces_ev_per_a": [[1.4, 1.6, 1.5], [4.3, 0.8, 0.5], [-5.2, 0.0, -1.3], [-0.4, -0.2, -0.3], [0.3, 0.0, 0.3], [-0.1, -0.3, -0.2], [-1.5, -2.3, 0.2], [0.4, 0.0, 0.0], [-0.3, 0.5, -0.2], [0.5, -0.3, 0.1], [0.2, 0.5, -0.3], [-0.1, 0.0, -0.1], [0.0, -0.5, -0.1], [0.2, -0.1, 0.1], [0.0, 0.0, -0.1], [0.0, 0.0, 0.0], [0.0, -0.1, 0.0], [0.2, 0.2, 0.0], [0.1, 0.0, 0.0], [0.0, 0.0, 0.0], [0.1, 0.1, 0.0]]
}

Entry 6:
{
  "formula": "C7H13N",
  "method": "wB97M-V/def2-TZVPD",
  "homo_lumo_gap_ev": 8.726,
  "smiles": "[H]/N=C(\\C)[C@]1(C)C[C@H]1C",
  "e_homo_ev": -7.720,
  "elements": ["H", "N", "C", "C", "C", "C", "C", "C", "C", "H", "H", "H", "H", "H", "H", "H", "H", "H", "H", "H", "H"],
  "xyz": [[-0.00312, 2.74270, 1.39834], [0.32555, 1.79465, 1.19342], [-0.58433, 1.08875, 0.58311], [-1.87750, 1.73096, 0.12253], [-0.29362, -0.29363, 0.23911], [-1.23236, -1.12415, -0.59548], [0.67671, -1.11000, 1.08102], [1.58099, -0.34788, 0.20634], [2.10176, -0.77876, -1.11250], [-1.89315, 1.81806, -0.96682], [-2.74242, 1.15339, 0.45358], [-1.97101, 2.74347, 0.52170], [-1.94292, -0.53088, -1.17421], [-1.80686, -1.81724, 0.03087], [-0.70764, -1.74143, -1.33548], [0.62141, -2.18025, 0.88419], [0.72120, -0.87347, 2.14239], [2.25132, 0.34143, 0.70575], [2.31271, 0.11623, -1.71079], [1.41769, -1.41028, -1.68048], [3.04561, -1.32165, -0.98659]],
  "forces_ev_per_a": [[-0.1, -0.4, -0.1], [-1.1, -0.3, -0.1], [1.0, 1.7, 0.9], [0.0, -0.1, 0.2], [2.3, 0.1, 0.4], [0.2, 0.1, -0.7], [0.2, -0.1, 0.1], [-1.8, -1.2, -0.3], [0.2, -0.2, -0.3], [-0.1, -0.2, 0.0], [-0.1, 0.0, -0.2], [0.1, -0.2, 0.0], [0.1, 0.1, 0.1], [0.1, 0.1, 0.0], [0.0, 0.0, 0.2], [-0.2, 0.0, 0.1], [0.0, 0.0, -0.1], [-0.9, 0.8, -0.1], [0.0, -0.2, 0.0], [0.0, 0.0, 0.1], [0.0, 0.0, -0.1]]
}

Energy (a.u.)
-374.30765; -483.68101; -329.22708; -329.15612; -329.03860; -329.18701